# 1
This record from the Open Molecules 2025 dataset describes 4 unconnected molecules or ions with the total composition C14H22F6O6 at a distorted geometry. The level of theory is wB97M-V/def2-TZVPD.

Its spin multiplicity is 2. The value obtained for the gap between HOMO and LUMO (alpha / beta) is 0.292 / 0.149 Ha. As for the net charge: +1. Its max |F| is 4.55 eV/A.

Structure (XYZ):
```
48
Properties=species:S:1:pos:R:3:forces:R:3:nbo_charge:R:1
C -1.9127 -6.6833 2.2450 -1.29 -0.24 -1.13 -0.630
C -0.9599 -6.2167 1.1907 0.65 -0.38 0.18 -0.078
O -1.4053 -5.0133 0.5042 0.14 1.04 0.27 -0.495
C -1.5740 -4.9878 -0.8187 0.41 -2.48 0.74 0.689
O -1.5678 -6.0041 -1.4731 -0.07 1.65 -0.47 -0.538
C -1.8179 -3.5459 -1.3613 0.02 -0.61 -0.83 0.905
F -1.0430 -3.2810 -2.4424 0.20 -0.33 0.50 -0.326
F -3.0610 -3.4225 -1.7569 -1.31 -0.42 -0.59 -0.297
F -1.6429 -2.6082 -0.4755 0.93 0.78 1.13 -0.297
H -1.4751 -7.5445 2.7498 0.14 0.43 0.46 0.232
H -2.7691 -7.1061 1.7196 -0.40 0.11 0.21 0.215
H -2.2569 -5.8496 2.8570 0.22 -0.35 0.38 0.223
H -0.7664 -7.0252 0.4856 0.06 0.32 -0.16 0.212
H -0.0576 -5.9803 1.7546 0.35 0.50 -0.68 0.186
C -0.6135 3.7900 3.6423 1.11 0.26 0.71 -0.633
C 0.1240 4.8061 2.7767 0.04 -0.40 1.53 -0.085
O -0.6868 5.0564 1.6452 -0.22 2.48 -1.38 -0.501
C -0.8637 6.3664 1.2364 1.12 1.69 2.99 0.689
O -0.5966 7.4010 1.8766 -0.85 -3.82 -2.32 -0.512
C -1.4875 6.3853 -0.1660 1.12 2.01 -1.05 0.901
F -1.3409 5.2343 -0.7797 -0.91 -1.00 -0.09 -0.300
F -2.7606 6.8074 -0.1025 0.81 -0.62 -0.31 -0.289
F -0.7639 7.2526 -0.9854 -1.08 -0.44 1.39 -0.324
H -1.4205 4.1900 4.2562 -0.61 0.12 -0.92 0.232
H 0.0515 3.5395 4.4688 0.50 -0.49 -0.22 0.222
H -0.8294 2.8962 3.0570 -0.39 0.06 0.30 0.208
H 1.0882 4.4176 2.4488 -0.11 -0.26 -0.34 0.179
H 0.3906 5.6837 3.3656 -0.50 0.35 -0.30 0.216
C 0.5072 2.0971 -0.5675 0.55 -0.76 -0.27 -0.732
C -0.0023 0.6871 -0.8781 0.18 -0.12 -0.73 0.636
O 0.7866 -0.2344 -1.0364 -0.42 0.37 0.07 -0.618
C -1.5175 0.6068 -1.1020 1.03 0.64 1.10 -0.730
H 0.3910 2.7505 -1.4321 -0.60 0.00 -0.06 0.249
H 1.5910 2.0454 -0.4632 -0.04 -0.01 0.61 0.214
H -0.0080 2.5294 0.2904 0.14 0.11 -0.03 0.248
H -2.0076 0.1784 -0.2277 0.13 -0.35 0.04 0.256
H -1.8321 0.0619 -1.9920 0.15 0.30 0.02 0.254
H -1.7516 1.6685 -1.0228 -0.91 -0.15 -0.81 0.228
C 4.2534 -0.0881 -1.6921 0.64 -0.43 -0.22 -0.672
C 4.0064 -1.4512 -2.2449 -0.36 -2.02 0.02 0.634
O 4.7327 -2.4246 -2.0635 -0.86 1.80 -0.13 -0.066
C 2.6971 -1.8174 -3.0388 0.74 0.36 -0.31 -0.631
H 3.5224 -0.0968 -0.8836 -0.33 0.49 0.14 0.316
H 4.0214 0.6283 -2.4802 -0.17 0.10 0.25 0.286
H 5.2735 -0.0007 -1.3181 -0.15 0.07 -0.03 0.274
H 2.1911 -2.6488 -2.5480 0.20 -0.04 -0.18 0.292
H 3.1544 -2.0583 -3.9984 -0.31 -0.58 -0.19 0.270
H 2.0096 -0.9910 -3.2195 0.34 0.27 0.70 0.288
```
Forces are in eV/Å.

# 2
This record from the Open Molecules 2025 dataset describes a gas-phase ion, C3H6N3 (charge +1) at a distorted geometry. The level of theory is wB97M-V/def2-TZVPD.

As for the SMILES: [H]/N=C/C=C\N=[NH2+]. The value obtained for the gap between HOMO and LUMO is 0.274 Ha. As for the net charge: +1. Its max |F| is 4.29 eV/A.

Structure (XYZ):
```
12
Properties=species:S:1:pos:R:3:forces:R:3:nbo_charge:R:1
C -0.8925 -0.8842 0.1618 0.80 -1.41 1.07 0.042
C -1.7450 0.1823 -0.3373 -1.81 -0.20 -3.89 0.038
C 0.4455 -0.6700 0.2780 0.61 -2.33 1.26 -0.162
N -2.0888 1.1250 0.3990 0.03 0.47 0.79 -0.542
N 0.9937 0.4452 -0.2493 1.30 0.42 -0.07 0.044
N 2.1682 0.7939 0.0884 -1.64 -0.28 -1.46 -0.355
H -1.2362 -1.9008 0.5809 0.05 1.79 -1.00 0.276
H -2.0666 0.0492 -1.5442 0.73 0.20 3.07 0.210
H 1.0662 -1.5369 0.7316 -0.63 1.92 -0.59 0.240
H -2.7039 1.8416 0.0100 0.18 -0.33 -0.29 0.383
H 2.6785 0.4252 0.8482 0.60 -1.08 1.19 0.399
H 2.6851 1.3690 -0.5559 -0.22 0.83 -0.08 0.427
```
Forces are in eV/Å.